1.
{
  "formula": "C5H37N2O14",
  "method": "wB97M-V/def2-TZVPD",
  "species": ["C", "O", "C", "C", "C", "C", "N", "N", "H", "H", "H", "H", "H", "H", "H", "H", "H", "H", "H", "H", "H", "O", "H", "H", "O", "H", "H", "O", "H", "H", "O", "H", "H", "O", "H", "H", "O", "H", "H", "O", "H", "H", "O", "H", "H", "O", "H", "H", "O", "H", "H", "O", "H", "H", "O", "H", "H", "O"],
  "coordinates": [[2.27709, 2.43441, 2.39294], [3.58156, 2.35855, 1.82716], [1.46925, 1.06399, 2.34961], [0.43761, 1.05546, 3.49378], [-0.71477, 0.16518, 3.08419], [-1.83303, 0.48625, 2.42624], [-2.86171, -0.42016, 2.26128], [2.45891, -0.01828, 2.26712], [1.74348, 3.24290, 1.84955], [2.49833, 2.69015, 3.42926], [0.86525, 0.84468, 1.44819], [0.09927, 2.08365, 3.62760], [0.85167, 0.71951, 4.44497], [-0.38797, -0.84891, 3.37114], [-1.91953, 1.52641, 2.18037], [-2.62973, -1.30779, 2.68079], [-3.38055, -0.53015, 1.40189], [3.19270, 0.14588, 2.93997], [2.92105, -0.08920, 1.36346], [-0.38552, -2.52149, 3.49136], [0.83346, -3.15935, 2.83929], [-0.11710, -3.33850, 3.05560], [0.82681, -3.84919, -0.95850], [0.37473, -2.41560, -1.30434], [0.36605, -3.09120, -0.58075], [-1.17761, 0.42932, -2.22970], [-1.51626, -0.46795, -3.55836], [-1.50097, -0.49153, -2.59953], [2.60478, -0.69011, -3.48411], [1.60579, 0.10078, -4.23496], [2.01063, -0.78274, -4.25007], [4.04960, 1.52761, -1.98158], [2.66840, 1.89758, -2.32703], [3.15798, 1.20301, -1.76814], [0.37869, 2.17235, -2.77862], [-0.64348, 2.27719, -1.58171], [-0.84558, 1.95623, -2.47520], [-2.95543, -1.24690, -0.39561], [-3.62618, -2.62147, -0.35697], [-3.79696, -1.68092, -0.22077], [-2.60175, 1.69759, -2.62284], [-3.64340, 1.07902, -1.68702], [-3.57031, 1.69388, -2.42035], [-1.68874, -3.86315, 1.05490], [-1.35928, -3.44559, -0.38082], [-2.11900, -3.56030, 0.23703], [3.48923, 1.94962, 0.95890], [1.46399, 3.46595, -3.45550], [1.40131, 2.57091, -3.11340], [-3.08796, 3.60156, -0.66190], [-3.06932, 3.60297, -2.15938], [-2.78847, 4.14522, -1.39070], [2.17318, -1.74623, 1.65134], [1.74100, -2.95245, 0.81420], [2.07287, -2.71552, 1.69569], [-0.54366, -2.01955, -3.05408], [0.86089, -1.76457, -3.41632], [0.28873, -2.54903, -3.18954]],
  "forces_ev_per_a": [[-0.3, -0.2, -0.9], [-0.1, -0.3, -0.2], [1.2, 0.6, -0.9], [-0.4, -0.1, -1.0], [1.2, -0.6, 1.0], [0.9, -0.8, 1.0], [-0.2, 0.2, 0.3], [-0.4, -0.5, 0.9], [-0.1, -0.3, 0.7], [-0.5, 0.2, 0.1], [0.3, 1.1, 0.1], [0.0, 0.2, 0.0], [0.2, 0.0, 0.0], [-1.1, 0.3, -0.5], [-0.7, 0.4, -0.5], [-0.1, -0.1, -0.3], [0.1, 0.1, 0.0], [0.2, -0.2, 0.1], [-0.2, 0.6, 0.1], [-0.1, -0.3, -0.1], [-0.7, -0.1, -0.4], [0.3, 0.1, 0.4], [-0.2, 0.1, -0.3], [0.1, -0.9, 0.1], [0.5, 0.5, 0.0], [-0.1, -0.8, -1.7], [-0.1, 0.7, 0.0], [0.2, -0.2, 1.2], [0.1, 0.0, -0.2], [0.0, 0.0, -0.2], [0.3, 0.8, 0.6], [0.0, -0.6, 0.4], [-0.9, -0.8, 0.5], [0.8, 1.1, -0.7], [-0.2, 0.9, -1.0], [-0.7, 0.2, -0.1], [0.7, -0.3, 1.1], [0.1, -0.4, -0.3], [0.4, 0.2, 0.3], [-0.9, 0.8, -0.3], [-0.3, 0.1, 0.2], [-0.1, -0.2, -0.1], [0.2, 0.1, -0.3], [-0.1, 0.3, -0.3], [-0.4, 0.0, 0.7], [0.6, -0.8, -0.1], [0.1, 0.2, -0.2], [-0.6, -0.2, 0.1], [0.9, -0.6, 0.0], [-0.1, -0.1, 0.2], [0.2, 0.3, 0.7], [-0.2, 0.2, -0.5], [-0.2, -0.2, 0.7], [-0.3, 0.0, 0.3], [0.6, -0.2, -0.6], [0.5, -0.8, 0.2], [0.0, -1.1, -0.3], [-0.6, 1.7, 0.1]],
  "orbital_gap_ev": 8.237,
  "fmax_ev_per_a": 1.823,
  "e_above_lowest_kcal_mol": 67.32,
  "total_charge": -1
}

***

2.
{
  "formula": "C15H38N2O9V",
  "method": "wB97M-V/def2-TZVPD",
  "species": ["O", "V", "O", "C", "C", "C", "O", "H", "H", "H", "H", "H", "H", "H", "C", "C", "C", "O", "H", "H", "H", "H", "H", "H", "H", "O", "C", "C", "O", "H", "H", "H", "H", "C", "O", "N", "N", "H", "H", "H", "H", "C", "C", "C", "O", "H", "H", "H", "H", "H", "H", "H", "H", "C", "C", "C", "O", "H", "H", "H", "H", "H", "H", "H", "H"],
  "coordinates": [[0.33788, 0.45955, 0.12818], [1.30258, -0.20546, -0.98689], [2.63892, -0.57942, -0.37875], [-0.31255, -2.86051, -3.79845], [0.84952, -1.87975, -3.51885], [1.74619, -1.77416, -4.68745], [0.35536, -0.59184, -3.21820], [-0.90521, -3.04894, -2.90328], [-0.01055, -3.85357, -4.13122], [-1.00979, -2.44404, -4.52544], [1.16846, -2.46514, -2.65647], [1.15452, -1.26116, -5.44565], [2.09088, -2.72284, -5.09891], [2.66781, -1.26081, -4.41326], [-2.88804, 0.45389, -1.53696], [-2.90352, 1.90736, -1.94188], [-3.48801, 2.84925, -1.00107], [-1.65548, 2.21835, -2.41064], [-2.69419, -0.28398, -2.31545], [-3.81186, 0.07602, -1.09890], [-2.16431, 0.36397, -0.72688], [-3.64143, 1.86780, -2.74314], [-4.47154, 2.64478, -0.57801], [-3.84354, 3.82167, -1.34184], [-2.74947, 3.15453, -0.25982], [1.15700, 2.76264, -4.81490], [2.16670, 3.27498, -3.94909], [2.66323, 2.34502, -2.73955], [1.58480, 1.83036, -1.92665], [1.76057, 4.24482, -3.66177], [3.00856, 3.50036, -4.60375], [3.30178, 2.92525, -2.07345], [3.25960, 1.52661, -3.14287], [-0.10148, -3.06059, 0.79855], [0.22031, -2.21925, -0.02312], [-1.23016, -3.68003, 0.73070], [0.51550, -3.32853, 1.93262], [-1.34643, -4.42001, 1.40820], [-1.72515, -3.39493, -0.10225], [1.36728, -2.88040, 2.23879], [0.11576, -3.95419, 2.61736], [3.49659, 0.05404, 4.95050], [2.79015, -0.73204, 3.86207], [1.81002, 0.20158, 3.05830], [3.82666, -1.12776, 2.97262], [4.52482, -0.29547, 5.04379], [3.03796, -0.24589, 5.89274], [3.31586, 1.12673, 4.88139], [2.26386, -1.61402, 4.22707], [2.40272, 1.00321, 2.61758], [1.11589, 0.66315, 3.76060], [1.38669, -0.40063, 2.25442], [3.57939, -0.84042, 2.09063], [-2.63232, -0.16492, 2.29262], [-2.06109, 0.85531, 3.26860], [-1.77610, 2.20366, 2.51367], [-2.92240, 1.04574, 4.40777], [-2.03519, -0.27540, 1.38745], [-3.62550, 0.19279, 2.02108], [-2.79184, -1.11418, 2.80406], [-1.11224, 0.44852, 3.61832], [-2.55675, 2.36706, 1.77072], [-0.86109, 2.23063, 1.92195], [-1.84047, 3.09055, 3.14406], [-3.81610, 1.27010, 4.13841]],
  "forces_ev_per_a": [[0.9, -1.0, -0.1], [-7.0, 6.7, -5.3], [5.1, -2.0, 2.5], [-1.0, 0.1, -0.5], [-2.7, 0.4, 0.8], [1.1, -0.4, -0.5], [1.7, -1.9, 2.6], [0.0, 0.3, 0.3], [0.4, -0.3, -0.3], [-0.1, 0.1, -0.3], [1.7, 0.2, 0.7], [0.4, 0.4, -0.1], [-0.1, -0.6, -0.1], [-0.2, 0.6, -0.2], [-0.2, -1.0, 1.8], [2.4, -1.0, -3.3], [-0.9, 2.3, 2.3], [-1.8, 0.5, 1.0], [0.6, 0.6, -0.3], [-1.0, 0.1, 0.4], [0.5, -0.3, -0.1], [-1.1, 0.2, -1.4], [-0.3, -1.3, 0.9], [0.8, 0.4, -1.4], [0.0, -0.3, 0.5], [1.9, 0.3, 0.9], [-2.8, -1.8, -1.7], [-2.2, -0.4, 0.2], [1.0, -1.9, 0.6], [0.2, 0.6, 1.3], [1.5, 0.1, 0.1], [0.6, 0.5, 0.2], [0.2, -0.2, -0.4], [1.5, 3.3, -1.0], [0.7, -0.5, -0.4], [-3.0, -1.9, -0.8], [2.8, -0.7, 3.2], [-1.1, 0.0, -0.9], [-0.8, -0.8, 0.2], [-0.1, 0.1, -0.6], [0.1, 0.3, -0.3], [-1.0, -0.9, 1.4], [0.1, 2.0, -1.6], [1.1, -1.1, 1.0], [0.1, -0.7, -0.1], [0.1, 0.6, -0.3], [-0.1, 0.2, 0.4], [0.6, 0.0, -0.3], [0.0, -0.1, 0.2], [0.0, 0.0, -0.1], [-0.4, -0.2, -0.3], [-0.6, 0.5, -0.1], [0.0, 0.0, -0.6], [-0.5, 0.3, 0.6], [0.5, 1.0, -1.4], [-0.8, -0.4, 0.0], [0.5, -0.3, 0.4], [0.1, 0.0, 0.1], [-0.1, 0.0, -0.4], [0.2, -0.3, 0.0], [-0.1, 0.2, 0.6], [-0.2, -0.2, -0.1], [0.2, -0.4, 0.2], [0.3, -0.2, 0.5], [0.1, 0.0, -0.5]],
  "orbital_gap_ev": 1.560,
  "fmax_ev_per_a": 11.064,
  "total_charge": -3
}

***

Q: What is the formula in the first record?
A: C5H37N2O14